Entry i
{
  "formula": "C47H25Cl5N11PbS",
  "method": "the ωB97M-V functional and the def2-TZVPD basis",
  "lumo_energy_ev": -4.79,
  "total_charge": 1,
  "orbital_gap_ev": 5.11,
  "elements": ["Pb", "C", "C", "C", "C", "C", "N", "C", "C", "C", "C", "C", "C", "C", "C", "N", "C", "N", "C", "N", "C", "N", "C", "N", "C", "N", "C", "C", "C", "C", "C", "C", "C", "C", "C", "C", "C", "C", "C", "C", "N", "H", "H", "H", "H", "H", "H", "H", "H", "H", "H", "H", "H", "H", "H", "H", "H", "Cl", "C", "C", "C", "Cl", "C", "Cl", "C", "Cl", "C", "Cl", "C", "N", "C", "C", "N", "C", "S", "C", "C", "C", "C", "C", "N", "H", "H", "H", "H", "H", "H", "H", "H", "H"],
  "coordinates": [[0.25, 0.24, 0.28], [-3.19, 2.48, -4.63], [-2.06, 3.23, -4.96], [-0.79, 2.86, -4.52], [-0.70, 1.73, -3.74], [0.43, 1.07, -3.05], [1.69, 1.43, -3.23], [2.67, 0.95, -2.49], [4.07, 0.84, -2.99], [4.67, 1.22, -4.17], [6.03, 0.93, -4.29], [6.73, 0.28, -3.28], [6.10, -0.10, -2.09], [4.77, 0.20, -1.97], [3.77, -0.05, -0.91], [4.05, -0.70, 0.21], [3.21, -1.48, 0.83], [2.06, -1.96, 0.28], [1.51, -2.78, 1.19], [0.40, -3.49, 1.00], [-0.48, -3.19, 0.09], [-0.74, -1.95, -0.43], [-1.63, -2.10, -1.42], [-2.07, -1.16, -2.24], [-1.33, -0.14, -2.58], [0.01, 0.00, -2.34], [-1.83, 0.98, -3.42], [-3.09, 1.32, -3.85], [-2.12, -3.49, -1.48], [-3.06, -4.11, -2.27], [-3.26, -5.48, -2.05], [-2.54, -6.17, -1.08], [-1.58, -5.53, -0.29], [-1.39, -4.18, -0.51], [2.33, -2.86, 2.42], [2.18, -3.55, 3.60], [3.17, -3.36, 4.57], [4.25, -2.52, 4.34], [4.40, -1.84, 3.13], [3.42, -2.02, 2.19], [2.58, 0.48, -1.23], [-4.16, 2.80, -4.98], [-2.18, 4.11, -5.56], [0.08, 3.44, -4.78], [4.12, 1.71, -4.95], [6.55, 1.21, -5.20], [7.78, 0.08, -3.42], [6.64, -0.61, -1.30], [-3.96, 0.73, -3.60], [-3.61, -3.57, -3.02], [-3.99, -6.01, -2.64], [-2.72, -7.23, -0.94], [-1.01, -6.07, 0.45], [1.33, -4.19, 3.77], [3.09, -3.87, 5.52], [5.00, -2.40, 5.11], [5.24, -1.19, 2.95], [-3.57, -0.82, 0.66], [-3.31, 0.82, 0.09], [-2.02, 1.29, -0.04], [-1.90, 2.58, -0.52], [-0.28, 3.25, -0.74], [-2.98, 3.39, -0.88], [-2.76, 4.98, -1.49], [-4.26, 2.87, -0.73], [-5.63, 3.82, -1.16], [-4.44, 1.57, -0.24], [-6.02, 0.94, -0.04], [-2.93, -1.47, 3.90], [-2.62, -0.07, 3.67], [-3.52, 0.98, 3.69], [-2.82, 2.10, 3.47], [-1.49, 1.74, 3.29], [-1.37, 0.38, 3.40], [0.00, -0.60, 3.31], [-0.43, 2.67, 3.15], [-0.42, 3.80, 3.96], [0.63, 4.69, 3.79], [1.61, 4.41, 2.85], [1.50, 3.25, 2.11], [0.48, 2.39, 2.24], [-4.00, -1.54, 4.11], [-2.35, -1.85, 4.74], [-2.69, -2.05, 3.01], [-4.57, 0.82, 3.85], [-3.15, 3.12, 3.37], [-1.18, 3.96, 4.71], [0.68, 5.58, 4.40], [2.45, 5.07, 2.70], [2.24, 2.99, 1.36]]
}


Entry ii
{
  "formula": "C47H25Cl5N11PbS",
  "method": "the ωB97M-V functional and the def2-TZVPD basis",
  "lumo_energy_ev": -4.16,
  "total_charge": 1,
  "orbital_gap_ev": 6.06,
  "elements": ["Pb", "C", "C", "C", "C", "C", "N", "C", "C", "C", "C", "C", "C", "C", "C", "N", "C", "N", "C", "N", "C", "N", "C", "N", "C", "N", "C", "C", "C", "C", "C", "C", "C", "C", "C", "C", "C", "C", "C", "C", "N", "H", "H", "H", "H", "H", "H", "H", "H", "H", "H", "H", "H", "H", "H", "H", "H", "Cl", "C", "C", "C", "Cl", "C", "Cl", "C", "Cl", "C", "Cl", "C", "N", "C", "C", "N", "C", "S", "C", "C", "C", "C", "C", "N", "H", "H", "H", "H", "H", "H", "H", "H", "H"],
  "coordinates": [[0.28, -0.63, 0.37], [-0.87, 4.20, 4.01], [-1.99, 3.47, 4.39], [-2.57, 2.53, 3.54], [-2.01, 2.38, 2.29], [-2.35, 1.55, 1.11], [-3.24, 0.63, 1.09], [-3.39, -0.15, -0.01], [-4.69, -0.31, -0.71], [-5.94, 0.23, -0.50], [-6.95, -0.15, -1.38], [-6.70, -1.03, -2.43], [-5.43, -1.56, -2.64], [-4.44, -1.19, -1.75], [-2.99, -1.47, -1.69], [-2.33, -2.06, -2.61], [-0.99, -1.94, -2.76], [-0.33, -0.84, -2.49], [0.96, -1.01, -2.98], [1.88, -0.11, -3.00], [1.66, 1.10, -2.44], [1.10, 1.34, -1.28], [0.97, 2.73, -1.17], [0.29, 3.36, -0.29], [-0.65, 2.75, 0.49], [-1.53, 1.90, 0.03], [-0.90, 3.13, 1.90], [-0.30, 4.04, 2.75], [1.69, 3.38, -2.28], [1.91, 4.70, -2.60], [2.58, 4.95, -3.80], [3.00, 3.92, -4.63], [2.75, 2.58, -4.30], [2.10, 2.35, -3.11], [1.10, -2.37, -3.56], [2.17, -3.03, -4.12], [1.94, -4.35, -4.54], [0.69, -4.94, -4.40], [-0.38, -4.25, -3.84], [-0.15, -2.96, -3.42], [-2.45, -0.89, -0.53], [-0.45, 4.92, 4.70], [-2.42, 3.64, 5.37], [-3.45, 1.97, 3.83], [-6.13, 0.92, 0.32], [-7.95, 0.24, -1.25], [-7.51, -1.30, -3.09], [-5.22, -2.23, -3.46], [0.56, 4.62, 2.44], [1.57, 5.50, -1.96], [2.79, 5.98, -4.09], [3.51, 4.16, -5.55], [3.06, 1.77, -4.95], [3.14, -2.57, -4.22], [2.75, -4.92, -4.97], [0.56, -5.96, -4.73], [-1.36, -4.71, -3.74], [3.88, -0.71, -0.47], [3.09, -2.24, -0.71], [1.74, -2.33, -0.40], [1.16, -3.57, -0.53], [-0.54, -3.73, -0.13], [1.85, -4.70, -0.96], [1.09, -6.24, -1.06], [3.20, -4.56, -1.31], [4.07, -5.91, -1.90], [3.82, -3.32, -1.18], [5.47, -3.14, -1.63], [-1.34, -2.53, 4.91], [-0.66, -1.25, 4.82], [-0.87, -0.15, 5.64], [-0.03, 0.81, 5.24], [0.69, 0.31, 4.16], [0.31, -0.98, 3.92], [0.94, -2.09, 2.82], [1.78, 1.00, 3.56], [2.72, 1.59, 4.40], [3.74, 2.31, 3.82], [3.80, 2.41, 2.44], [2.83, 1.76, 1.69], [1.83, 1.07, 2.23], [-2.12, -2.45, 5.67], [-0.64, -3.31, 5.19], [-1.78, -2.78, 3.95], [-1.61, -0.16, 6.42], [0.10, 1.82, 5.58], [2.64, 1.46, 5.47], [4.49, 2.79, 4.44], [4.59, 2.96, 1.94], [2.85, 1.80, 0.61]]
}


entry ii is favored, and the nearest alternative lies 6.8 kJ/mol above it.


Entry i
{
  "formula": "CH10N2O4",
  "method": "the ωB97M-V functional and the def2-TZVPD basis",
  "lumo_energy_ev": 0.30,
  "total_charge": 0,
  "orbital_gap_ev": 10.01,
  "smiles": "NC(N)=O.O.O.O",
  "elements": ["N", "C", "N", "O", "H", "H", "H", "H", "H", "H", "O", "H", "H", "O", "H", "H", "O"],
  "coordinates": [[0.79, 0.28, 1.46], [1.81, -0.48, 0.97], [1.82, -0.67, -0.41], [2.75, -0.85, 1.65], [0.14, 0.74, 0.86], [0.87, 0.46, 2.45], [2.39, -1.49, -0.58], [1.09, -0.41, -1.04], [-0.89, 0.52, -2.67], [-1.64, 0.04, -1.43], [-1.05, 0.74, -1.74], [-0.85, 3.78, -0.02], [-1.18, 2.28, -0.34], [-0.76, 2.88, 0.29], [-1.21, -2.27, 0.62], [-2.24, -3.20, 0.05], [-1.83, -2.33, -0.12]]
}


Entry ii
{
  "formula": "CH10N2O4",
  "method": "the ωB97M-V functional and the def2-TZVPD basis",
  "lumo_energy_ev": 0.37,
  "total_charge": 0,
  "orbital_gap_ev": 9.85,
  "smiles": "NC(N)=O.O.O.O",
  "elements": ["N", "C", "N", "O", "H", "H", "H", "H", "H", "H", "O", "H", "H", "O", "H", "H", "O"],
  "coordinates": [[0.94, -0.26, 1.26], [1.54, 0.18, 0.01], [1.20, -0.33, -1.15], [2.05, 1.29, 0.02], [0.47, -1.15, 1.13], [1.67, -0.19, 2.03], [1.49, 0.29, -1.93], [0.26, -0.76, -1.32], [-2.27, 0.10, -2.32], [-2.19, 0.44, -0.79], [-1.85, -0.12, -1.48], [-0.83, -2.76, -0.12], [-1.95, -1.85, 0.33], [-1.20, -2.36, 0.74], [-0.45, 2.07, 0.45], [-1.48, 2.06, 1.61], [-1.37, 1.80, 0.74]]
}


entry i is favored, and the nearest alternative lies 65.8 kJ/mol above it.